Run A
One molecule with the formula C3H8N2S2, computed with wB97M-V/def2-TZVPD.

Each line ends with the natural charge from an NBO analysis.
CARTESIAN COORDINATES (ANGSTROEM)
C (1.158, 1.161, 1.191)  -0.77
S (1.455, -0.196, 0.022)  0.42
N (-0.107, -0.720, -0.347)  -0.62
C (-0.682, -1.732, 0.569)  -0.41
C (-1.082, 0.172, -0.834)  0.24
N (-1.018, 1.050, -1.765)  -0.61
S (0.273, 1.442, -2.773)  0.20
H (2.151, 1.467, 1.454)  0.23
H (0.558, 1.974, 0.745)  0.23
H (0.621, 0.775, 2.087)  0.22
H (0.025, -2.550, 0.690)  0.22
H (-0.910, -1.337, 1.559)  0.18
H (-1.627, -2.091, 0.147)  0.21
H (-2.046, 0.025, -0.340)  0.17
H (1.230, 0.560, -2.404)  0.09

Values from the calculation:
- E_LUMO (eV) = 0.69
- total charge = 0
- spin multiplicity = 1
- orbital gap (eV) = 9.0472

---

Run B
One molecule with the formula C3H8N2S2, computed with wB97M-V/def2-TZVPD.

Each line ends with the natural charge from an NBO analysis.
CARTESIAN COORDINATES (ANGSTROEM)
N (1.434, 0.637, 1.247)  -0.78
C (1.229, -0.152, 0.187)  0.12
S (2.171, -1.478, -0.140)  -0.18
C (0.010, 0.202, -0.737)  -0.15
N (-0.597, 1.510, -0.395)  -0.83
C (-1.084, -0.837, -0.886)  -0.51
S (-1.909, -1.208, 0.721)  -0.07
H (0.790, 1.360, 1.602)  0.40
H (2.262, 0.460, 1.792)  0.41
H (0.443, 0.362, -1.749)  0.23
H (0.051, 2.258, -0.379)  0.36
H (-1.027, 1.414, 0.495)  0.35
H (-1.907, -0.530, -1.557)  0.25
H (-0.671, -1.791, -1.299)  0.25
H (-1.196, -2.209, 1.097)  0.13

Values from the calculation:
- E_LUMO (eV) = 0.57
- total charge = 0
- spin multiplicity = 1
- orbital gap (eV) = 8.9756

---

Least stable: run A